{
  "formula": "C56H43FeN2O6P2S",
  "method": "wB97M-V/def2-TZVPD",
  "symbols": ["Fe", "O", "C", "C", "C", "N", "C", "C", "C", "O", "O", "C", "O", "O", "H", "H", "H", "C", "C", "C", "C", "C", "C", "C", "C", "P", "C", "C", "C", "C", "C", "C", "C", "C", "C", "C", "C", "C", "C", "O", "C", "C", "C", "C", "C", "C", "P", "C", "C", "C", "C", "C", "C", "C", "C", "C", "C", "C", "C", "H", "H", "H", "H", "H", "H", "H", "H", "H", "H", "H", "H", "H", "H", "H", "H", "H", "H", "H", "H", "H", "H", "H", "H", "H", "H", "H", "H", "H", "H", "H", "H", "C", "C", "C", "C", "C", "C", "C", "C", "C", "S", "C", "N", "H", "H", "H", "H", "H", "H", "H", "H"],
  "positions_angstrom": [[0.485020, -0.494410, -0.781675], [6.570410, -1.564769, -0.415361], [5.241956, -1.302221, -0.438809], [4.644805, -0.401724, 0.443284], [3.290345, -0.197788, 0.331105], [2.562730, -0.846081, -0.567625], [3.115740, -1.744655, -1.365077], [4.470170, -1.992172, -1.366767], [2.085118, -2.505367, -2.157587], [2.425159, -3.327437, -2.985707], [0.870029, -2.226783, -1.792086], [2.479508, 0.783277, 1.157411], [2.993667, 1.357589, 2.104548], [1.283066, 0.889305, 0.711351], [6.986427, -1.051597, 0.287799], [5.202441, 0.133244, 1.203516], [4.895091, -2.725674, -2.038083], [-2.041982, 1.718528, 5.572933], [-2.589021, 1.191121, 4.237982], [-4.123529, 1.107630, 4.312688], [-2.202242, 2.139071, 3.109803], [-2.489064, 3.497020, 3.194388], [-2.225657, 4.362212, 2.145214], [-1.669442, 3.863118, 0.979379], [-1.343179, 2.516446, 0.857571], [-0.735735, 1.867895, -0.761039], [-2.308282, 2.204756, -1.695424], [-2.460522, 2.969285, -2.848557], [-3.697681, 3.092611, -3.477212], [-4.808929, 2.446364, -2.968014], [-4.678084, 1.686746, -1.810603], [-3.448325, 1.570854, -1.186263], [0.445620, 3.196188, -1.236386], [0.707845, 3.523251, -2.567692], [1.624943, 4.513770, -2.897583], [2.335250, 5.161730, -1.899419], [2.129451, 4.804347, -0.572847], [1.191373, 3.836613, -0.242771], [-1.621230, 1.683887, 1.932597], [-1.331845, 0.364937, 1.737573], [-1.416315, -0.524107, 2.760355], [-0.860999, -1.775724, 2.514470], [-1.000668, -2.755195, 3.493497], [-1.635182, -2.481797, 4.691015], [-2.125980, -1.205070, 4.920853], [-2.025814, -0.198257, 3.968820], [0.128634, -2.170665, 1.006341], [1.757275, -2.547357, 1.786714], [2.140258, -1.873700, 2.945731], [3.394518, -2.080651, 3.507641], [4.281896, -2.971323, 2.924345], [3.923358, -3.627613, 1.754009], [2.679894, -3.403027, 1.182316], [-0.609171, -3.817206, 0.618747], [0.059295, -5.022680, 0.813884], [-0.582322, -6.238207, 0.598501], [-1.907491, -6.269773, 0.203119], [-2.596435, -5.074836, 0.043543], [-1.956596, -3.864728, 0.252565], [-2.448561, 2.704998, 5.797886], [-0.953743, 1.794368, 5.541235], [-2.318993, 1.060876, 6.397890], [-4.551432, 2.091694, 4.515840], [-4.432906, 0.426640, 5.108995], [-4.536159, 0.742931, 3.370025], [-2.949927, 3.885067, 4.095015], [-2.467121, 5.413618, 2.230075], [-1.485545, 4.529519, 0.144701], [-1.637238, 3.517793, -3.268533], [-3.780344, 3.703129, -4.367746], [-5.769578, 2.536589, -3.459988], [-5.538621, 1.182915, -1.388135], [-3.375971, 0.974295, -0.284855], [0.236037, 2.975292, -3.370455], [1.800607, 4.755463, -3.939126], [3.057606, 5.927643, -2.153303], [2.700142, 5.279609, 0.215044], [1.052242, 3.560676, 0.794523], [-0.589574, -3.742808, 3.317174], [-1.735357, -3.250919, 5.445423], [-2.612411, -0.991085, 5.865145], [1.468382, -1.165272, 3.412747], [3.672610, -1.536393, 4.401078], [5.253206, -3.146305, 3.370876], [4.617330, -4.306804, 1.273830], [2.432020, -3.904537, 0.254923], [1.082832, -5.042005, 1.150582], [-0.035249, -7.160339, 0.748393], [-2.405696, -7.216355, 0.034443], [-3.640153, -5.081387, -0.244497], [-2.523566, -2.954156, 0.141296], [3.026607, 1.307351, -2.383842], [1.948982, 0.718763, -3.244912], [2.168800, 0.778493, -4.647154], [1.176128, 0.466215, -5.506592], [-0.081459, 0.053868, -5.008260], [-1.170123, -0.206092, -5.866388], [-2.358657, -0.615533, -5.335811], [-2.480247, -0.822122, -3.951443], [-1.429073, -0.613143, -3.089125], [-1.610592, -0.994282, -1.395281], [-0.210063, -0.106284, -3.615393], [0.820933, 0.248807, -2.747974], [3.310553, 2.271653, -2.803189], [3.916044, 0.671759, -2.386917], [2.689924, 1.474634, -1.369901], [3.135231, 1.116687, -4.999143], [1.323183, 0.535008, -6.578621], [-1.042069, -0.073216, -6.933676], [-3.210113, -0.799009, -5.978810], [-3.418428, -1.177505, -3.541088]],
  "forces_ev_per_angstrom": [[0.4, -1.3, -1.1], [0.0, 0.1, 0.1], [0.2, 0.0, 0.0], [0.1, -0.1, 0.0], [0.0, 0.0, -0.1], [-0.3, 0.2, 0.2], [0.0, 0.1, 0.0], [0.0, 0.0, -0.1], [-0.3, -0.1, 0.0], [0.0, 0.0, 0.0], [0.1, 0.2, 0.2], [-0.2, 0.0, -0.2], [0.1, 0.1, 0.0], [0.0, 0.0, 0.4], [0.0, 0.0, 0.0], [0.0, 0.0, 0.0], [0.0, 0.0, 0.0], [0.0, 0.0, 0.0], [0.1, 0.0, -0.1], [0.0, 0.0, 0.0], [0.0, 0.1, 0.1], [0.0, 0.0, 0.0], [0.0, -0.1, 0.0], [0.0, 0.1, 0.0], [0.0, 0.2, -0.2], [-0.1, 0.4, 0.3], [0.1, -0.1, -0.1], [-0.1, 0.0, 0.1], [0.1, 0.0, 0.1], [0.0, -0.1, 0.0], [0.0, 0.0, 0.0], [0.0, 0.0, 0.1], [-0.1, 0.0, 0.0], [0.1, -0.1, 0.0], [0.0, -0.1, 0.0], [0.0, 0.0, 0.0], [0.0, 0.0, 0.0], [0.1, 0.0, 0.0], [0.0, -0.3, 0.1], [0.0, -0.1, -0.2], [0.1, 0.3, -0.1], [0.1, -0.2, -0.1], [0.1, -0.1, 0.0], [0.0, 0.1, 0.0], [0.0, 0.0, 0.0], [0.0, -0.1, 0.1], [0.0, 0.4, 0.3], [-0.1, 0.1, 0.0], [0.0, 0.0, 0.0], [-0.1, 0.0, 0.0], [0.0, 0.0, 0.0], [0.0, 0.1, 0.0], [0.1, 0.0, -0.1], [0.0, 0.0, 0.1], [0.0, -0.1, -0.1], [0.0, 0.1, 0.0], [0.0, 0.0, 0.0], [0.0, 0.0, 0.0], [0.0, 0.0, 0.0], [0.0, 0.0, 0.0], [0.0, 0.0, 0.0], [0.0, 0.0, 0.0], [0.0, 0.0, 0.0], [0.0, 0.0, 0.0], [0.0, 0.0, 0.0], [0.0, 0.0, 0.0], [0.0, 0.0, 0.0], [0.0, 0.0, 0.0], [0.1, 0.0, 0.0], [0.0, 0.0, 0.0], [0.0, 0.0, 0.0], [0.0, 0.0, 0.0], [0.0, 0.0, 0.0], [-0.1, 0.0, 0.0], [0.0, 0.0, 0.0], [0.0, 0.0, 0.0], [0.0, 0.0, 0.0], [0.0, 0.0, 0.0], [0.0, 0.0, 0.0], [0.0, 0.0, 0.0], [0.0, 0.0, 0.0], [0.0, 0.0, 0.0], [0.0, 0.0, 0.0], [0.0, 0.0, 0.0], [0.0, 0.0, 0.0], [0.1, 0.1, 0.0], [-0.1, 0.0, 0.0], [0.0, 0.0, 0.0], [0.0, 0.0, 0.0], [0.0, 0.0, 0.0], [0.0, 0.1, 0.0], [0.0, 0.0, 0.0], [-0.1, 0.1, -0.1], [0.1, 0.1, 0.1], [-0.1, 0.0, -0.2], [0.0, 0.0, -0.1], [0.1, 0.0, 0.0], [-0.1, 0.0, 0.2], [-0.2, -0.1, -0.2], [0.1, 0.0, 0.2], [0.1, 0.0, -0.1], [0.2, 0.1, 0.3], [-0.1, -0.2, 0.1], [0.0, 0.0, 0.0], [0.0, 0.0, 0.1], [-0.1, 0.0, 0.0], [0.0, 0.0, 0.0], [0.0, 0.0, 0.0], [0.0, 0.0, 0.0], [0.0, 0.0, 0.0], [0.0, 0.0, 0.0]],
  "fmax_ev_per_a": 1.7,
  "multiplicity": 2,
  "lumo_energy_ev": [-0.33, 0.07],
  "s2": 0.8360,
  "e_tot_ev": -137839.009,
  "homo_energy_ha": [-0.2620, -0.2606],
  "gap_ev": [6.80, 7.16],
  "total_charge": 0
}